one.
Here is one molecule with the formula C14H15N3O2 from the OMol25 dataset. Energies are from the ωB97M-V functional and the def2-TZVPD basis.

Output
- highest occupied orbital energy (eV) = -8.18
- LUMO level (eV) = 0.7
- SMILES = COc1ccc(NC(=O)NCc2cccnc2)cc1
- orbital gap (eV) = 8.86

Atoms and positions in Å:
C (5.627, 1.637, 0.486)
O (4.757, 1.226, -0.540)
C (3.689, 0.446, -0.215)
C (3.380, 0.004, 1.067)
C (2.258, -0.777, 1.279)
C (1.421, -1.137, 0.229)
N (0.309, -1.943, 0.494)
C (-0.938, -1.967, -0.085)
O (-1.733, -2.839, 0.207)
N (-1.198, -0.977, -0.988)
C (-2.538, -0.816, -1.521)
C (-3.370, 0.098, -0.661)
C (-3.933, -0.363, 0.524)
C (-4.652, 0.518, 1.313)
C (-4.777, 1.833, 0.886)
N (-4.242, 2.283, -0.235)
C (-3.558, 1.437, -0.984)
C (1.754, -0.722, -1.062)
C (2.866, 0.064, -1.275)
H (5.106, 2.241, 1.237)
H (6.105, 0.782, 0.975)
H (6.388, 2.245, 0.001)
H (4.002, 0.260, 1.910)
H (2.029, -1.114, 2.280)
H (0.399, -2.591, 1.264)
H (-0.625, -0.148, -0.951)
H (-2.458, -0.422, -2.538)
H (-2.982, -1.814, -1.547)
H (-3.800, -1.396, 0.813)
H (-5.106, 0.194, 2.237)
H (-5.328, 2.562, 1.465)
H (-3.142, 1.852, -1.895)
H (1.158, -1.042, -1.902)
H (3.129, 0.388, -2.269)


two.
Here is one molecule with the formula C14H15N3O2 from the OMol25 dataset. Energies are from the ωB97M-V functional and the def2-TZVPD basis.

Output
- highest occupied orbital energy (eV) = -7.95
- LUMO level (eV) = 0.1
- SMILES = C=C(C)C(=O)NC1=NN(c2ccccc2)C(=O)[C@H]1C
- orbital gap (eV) = 8.04

Atoms and positions in Å:
C (2.025, 1.983, 4.642)
C (3.001, 1.312, 3.960)
C (4.368, 1.165, 4.610)
C (2.768, 0.741, 2.644)
O (3.723, 0.496, 1.984)
N (1.482, 0.645, 2.115)
C (1.143, 0.433, 0.797)
N (-0.149, 0.352, 0.631)
N (-0.388, -0.065, -0.662)
C (-1.710, -0.197, -1.229)
C (-2.877, -0.094, -0.396)
C (-4.162, -0.181, -0.958)
C (-4.306, -0.409, -2.315)
C (-3.174, -0.515, -3.126)
C (-1.926, -0.370, -2.618)
C (0.808, -0.212, -1.343)
O (1.003, -0.394, -2.535)
C (1.941, 0.187, -0.452)
C (2.694, 1.432, -1.033)
H (1.029, 2.164, 4.262)
H (2.183, 2.341, 5.668)
H (4.341, 1.682, 5.558)
H (5.167, 1.604, 3.963)
H (4.635, 0.111, 4.783)
H (0.692, 0.724, 2.736)
H (-2.785, 0.070, 0.677)
H (-5.063, -0.069, -0.335)
H (-5.301, -0.422, -2.693)
H (-3.226, -0.662, -4.198)
H (-1.156, -0.428, -3.403)
H (2.595, -0.661, -0.297)
H (3.379, 1.843, -0.251)
H (3.253, 1.179, -1.891)
H (1.983, 2.208, -1.301)


Most stable pick: one. Distance to second place: 135.0 kJ/mol.


one.
Here is one molecule with the formula CH3N3O3 from the OMol25 dataset. Energies are from the ωB97M-V functional and the def2-TZVPD basis.

Output
- highest occupied orbital energy (eV) = -10.35
- LUMO level (eV) = 0.0
- SMILES = NN(C=O)[N+](=O)[O-]
- orbital gap (eV) = 10.37

Atoms and positions in Å:
N (-0.706, 0.580, 0.724)
N (0.020, -0.577, 0.376)
C (0.473, -1.018, -0.975)
O (-0.004, -0.526, -1.974)
N (0.994, -0.897, 1.421)
O (1.663, -1.871, 1.223)
O (1.021, -0.115, 2.353)
H (-0.645, 1.412, 0.126)
H (-1.542, 0.331, 1.098)
H (1.176, -1.944, -0.819)


two.
Here is a 2-piece molecular cluster, CH3N3O3 overall from the OMol25 dataset. Energies are from the ωB97M-V functional and the def2-TZVPD basis.

Output
- highest occupied orbital energy (eV) = -10.70
- LUMO level (eV) = 0.5
- SMILES = [H]/N=[N+](\[O-])O.N=C=O
- orbital gap (eV) = 11.17

Atoms and positions in Å:
H (-0.206, -1.394, 0.347)
N (-1.032, -0.710, 0.642)
N (-1.666, -0.312, -0.306)
O (-1.650, -0.508, -1.484)
O (-2.520, 0.786, 0.011)
H (-2.935, 0.675, 0.882)
N (2.176, 0.980, -0.024)
C (2.605, -0.142, -0.087)
O (2.699, -1.249, -0.363)
H (2.529, 1.872, 0.383)


Most stable pick: two. Distance to second place: 58.9 kJ/mol.


one.
Here is a 17-piece molecular cluster, H33O17 overall from the OMol25 dataset. Energies are from the ωB97M-V functional and the def2-TZVPD basis.

Output
- highest occupied orbital energy (eV) = -7.41
- LUMO level (eV) = 2.3
- orbital gap (eV) = 9.66
- net charge = -1

Atoms and positions in Å:
O (2.441, -1.371, 2.012)
H (2.046, -0.916, 1.247)
H (2.770, -2.239, 1.723)
O (1.449, -5.840, -0.399)
H (0.649, -5.357, -0.168)
H (2.149, -5.187, -0.307)
O (-0.193, -3.095, -2.054)
H (-0.445, -2.179, -2.313)
H (-0.952, -3.671, -2.147)
O (-1.261, 2.140, -0.532)
H (-0.552, 1.633, -0.941)
H (-1.391, 1.797, 0.359)
O (-2.460, 5.102, 1.574)
H (-0.980, 2.143, -3.612)
O (-2.306, 1.038, 6.025)
H (-2.084, -0.566, 0.640)
H (-1.384, 0.907, 6.235)
O (3.305, -1.167, -0.749)
H (-2.477, -2.197, -1.263)
H (3.637, -0.555, -1.426)
O (-4.920, 3.410, -0.061)
H (-4.939, 2.473, -0.279)
H (-3.255, 5.118, 0.976)
O (-1.816, -1.811, -0.686)
H (2.414, -1.204, -1.127)
H (-0.457, 0.813, -3.020)
O (0.020, -0.442, -2.037)
H (0.798, -0.865, -2.420)
H (-1.175, -1.310, -1.228)
O (-0.215, -2.244, 1.470)
H (0.442, -2.615, 0.870)
H (0.649, -0.071, -0.809)
O (-0.690, 1.262, -3.876)
H (4.602, 1.846, -0.030)
H (2.363, 1.824, -4.950)
O (1.355, 0.299, -0.052)
H (0.911, 0.864, 0.586)
H (-1.820, 5.235, 0.857)
O (1.706, -0.931, 4.476)
H (1.589, -0.867, 5.463)
H (2.654, -1.157, 4.538)
O (-2.624, -0.247, 1.396)
H (-2.340, -0.855, 2.090)
H (-4.643, 3.442, 0.863)
O (1.887, 1.762, -5.794)
H (0.383, -1.670, 2.010)
H (1.074, 1.387, -5.401)
O (4.221, 2.264, -0.812)
H (3.421, 1.720, -0.883)
H (-2.502, 1.308, 5.127)


two.
Here is a 17-piece molecular cluster, H33O17 overall from the OMol25 dataset. Energies are from the ωB97M-V functional and the def2-TZVPD basis.

Output
- highest occupied orbital energy (eV) = -7.17
- LUMO level (eV) = 2.2
- orbital gap (eV) = 9.34
- net charge = -1

Atoms and positions in Å:
O (-5.479, 3.123, 0.528)
H (-5.319, 2.185, 0.629)
H (-4.928, 3.489, -0.168)
O (-2.180, -0.463, -0.807)
H (-3.103, -0.233, -0.776)
H (-1.747, 0.035, -0.020)
O (2.615, -2.203, -4.988)
H (2.011, -1.559, -4.601)
H (3.050, -2.674, -4.282)
O (-0.732, 0.645, -3.651)
H (-1.127, 0.605, -2.763)
H (-1.239, 1.331, -4.091)
O (-2.331, 2.750, -1.346)
H (-1.584, 3.346, -1.456)
O (3.342, -2.985, 0.798)
H (3.429, -2.119, 0.391)
H (3.369, -2.855, 1.748)
O (2.267, -2.550, 3.793)
H (2.339, -1.947, 3.041)
H (1.329, -2.766, 3.815)
O (-1.004, 0.774, 1.046)
H (-1.421, 0.454, 1.844)
H (-2.089, 2.103, -0.670)
O (-1.351, 5.230, 2.256)
H (-0.721, 5.278, 1.539)
H (-1.679, 4.335, 2.171)
O (3.205, 0.798, -0.375)
H (2.522, 1.423, -0.654)
H (3.039, 0.115, -1.035)
O (-0.217, 3.151, 1.204)
H (-0.238, 2.871, 2.126)
H (-0.592, 2.247, 0.867)
O (-0.636, -2.631, -0.321)
H (-0.475, -2.419, -1.248)
H (-0.193, -1.793, -0.095)
O (1.486, 0.074, 1.612)
H (0.515, 0.143, 1.538)
H (2.123, 0.742, 1.374)
O (0.591, -5.440, 2.030)
H (-0.322, -5.746, 2.064)
H (0.604, -4.936, 1.224)
O (0.395, 4.588, -2.132)
H (0.456, 4.435, -1.185)
H (1.163, 4.342, -2.645)
O (1.285, -1.472, -2.732)
H (0.821, -0.635, -2.873)
H (0.665, -1.978, -2.211)
O (-1.020, -3.469, 3.116)
H (-1.125, -2.520, 2.981)
H (-0.144, -3.594, 2.726)


Most stable pick: two. Distance to second place: 39.7 kJ/mol.


one.
Here is a 2-piece molecular cluster, CHF4NO overall from the OMol25 dataset. Energies are from the ωB97M-V functional and the def2-TZVPD basis.

Output
- highest occupied orbital energy (eV) = -11.20
- LUMO level (eV) = 0.9
- SMILES = O=C(F)F.FNF
- orbital gap (eV) = 12.06

Atoms and positions in Å:
O (2.245, -1.717, 0.476)
C (1.482, -2.039, 1.262)
F (1.232, -1.459, 2.411)
F (0.593, -3.027, 1.232)
F (1.030, 1.284, -0.352)
N (-0.165, 0.660, -0.764)
F (0.239, -0.601, -1.065)
H (-0.442, 1.172, -1.689)


two.
Here is a 2-piece molecular cluster, CHF4NO overall from the OMol25 dataset. Energies are from the ωB97M-V functional and the def2-TZVPD basis.

Output
- highest occupied orbital energy (alpha / beta) (eV) = -13.06 / -10.98
- LUMO level (alpha / beta) (eV) = -0.7 / -4.3
- orbital gap (alpha / beta) (eV) = 12.31 / 6.65

Atoms and positions in Å:
C (-1.182, -0.421, 0.645)
N (1.631, 0.209, -1.396)
O (-0.264, -1.157, 0.451)
F (-1.603, 0.539, -0.267)
F (-1.012, 0.379, 1.822)
F (2.690, -0.375, -1.032)
F (1.918, 1.572, -1.230)
H (-2.178, -0.746, 1.007)


Most stable pick: one. Distance to second place: 361.0 kJ/mol.


one.
Here is C36H25ClF6N4O6Pb as an isolated structure from the OMol25 dataset. Energies are from the ωB97M-V functional and the def2-TZVPD basis.

Output
- highest occupied orbital energy (eV) = -1.91
- LUMO level (eV) = 4.1
- orbital gap (eV) = 6.01
- net charge = -2

Atoms and positions in Å:
Pb (0.041, -0.301, -0.234)
C (-1.063, 2.886, 2.913)
O (0.176, 3.382, 3.362)
C (1.319, 3.160, 2.612)
C (2.438, 3.777, 3.128)
C (3.687, 3.652, 2.522)
C (3.792, 2.899, 1.383)
C (2.682, 2.246, 0.825)
C (2.916, 1.522, -0.380)
N (2.133, 0.708, -0.999)
N (2.630, 0.271, -2.190)
C (1.913, -0.623, -2.825)
O (0.856, -1.207, -2.446)
C (2.448, -0.889, -4.190)
C (3.780, -0.631, -4.501)
C (4.245, -0.834, -5.786)
C (3.385, -1.285, -6.776)
C (2.060, -1.546, -6.472)
C (1.594, -1.356, -5.184)
C (1.384, 2.357, 1.419)
O (0.336, 1.832, 0.912)
H (-1.778, 3.158, 3.695)
H (-1.052, 1.804, 2.776)
H (-1.350, 3.354, 1.969)
H (2.320, 4.360, 4.034)
H (4.551, 4.142, 2.954)
H (4.752, 2.785, 0.894)
H (3.894, 1.691, -0.844)
H (4.423, -0.265, -3.716)
H (5.283, -0.633, -6.026)
H (3.751, -1.437, -7.784)
H (1.389, -1.894, -7.248)
H (0.565, -1.557, -4.922)
Cl (-7.080, -3.215, 2.518)
C (-5.494, -2.860, 1.878)
C (-4.508, -3.854, 1.905)
C (-3.284, -3.587, 1.375)
C (-2.932, -2.326, 0.762)
O (-1.847, -2.214, 0.169)
C (-3.957, -1.297, 0.845)
C (-3.779, 0.039, 0.400)
N (-2.692, 0.610, 0.015)
C (-2.639, 1.944, -0.240)
C (-3.366, 2.886, 0.484)
C (-3.234, 4.254, 0.246)
C (-2.380, 4.725, -0.716)
C (-1.618, 3.817, -1.476)
C (-0.709, 4.238, -2.466)
C (-0.009, 3.305, -3.181)
C (-0.207, 1.950, -2.879)
N (-1.018, 1.529, -1.946)
C (-1.733, 2.420, -1.242)
C (-5.223, -1.622, 1.366)
H (-4.731, -4.824, 2.329)
H (-2.512, -4.343, 1.391)
H (-4.718, 0.620, 0.374)
H (-4.011, 2.556, 1.288)
H (-3.807, 4.949, 0.848)
H (-2.259, 5.786, -0.890)
H (-0.577, 5.299, -2.646)
H (0.697, 3.594, -3.946)
H (0.334, 1.188, -3.420)
H (-5.997, -0.864, 1.367)
C (0.942, -3.974, 0.059)
C (2.072, -3.145, 0.697)
O (1.710, -1.893, 1.032)
C (3.289, -3.089, -0.284)
F (4.137, -2.101, -0.005)
F (4.055, -4.219, -0.264)
F (2.938, -2.962, -1.564)
C (2.579, -3.922, 1.950)
F (3.709, -3.437, 2.476)
F (1.677, -3.983, 2.932)
F (2.854, -5.229, 1.678)
H (0.610, -3.464, -0.841)
H (0.108, -3.986, 0.756)
H (1.269, -4.988, -0.172)
O (0.375, -0.694, 2.604)
C (1.333, -1.346, 2.748)


two.
Here is C36H25ClF6N4O6Pb as an isolated structure from the OMol25 dataset. Energies are from the ωB97M-V functional and the def2-TZVPD basis.

Output
- highest occupied orbital energy (eV) = -1.79
- LUMO level (eV) = 4.2
- orbital gap (eV) = 6.01
- net charge = -2

Atoms and positions in Å:
Pb (-0.362, -0.204, 0.226)
C (2.730, 2.914, -1.440)
O (1.981, 3.794, -2.281)
C (0.602, 3.636, -2.428)
C (-0.011, 4.894, -2.789)
C (-1.318, 5.170, -2.592)
C (-2.181, 4.309, -1.844)
C (-1.760, 3.177, -1.221)
C (-2.712, 2.522, -0.312)
N (-2.546, 1.397, 0.265)
N (-3.597, 0.803, 0.869)
C (-3.241, 0.131, 1.960)
O (-2.223, 0.328, 2.659)
C (-4.205, -0.958, 2.346)
C (-3.683, -2.127, 2.895)
C (-4.519, -3.190, 3.208)
C (-5.890, -3.090, 2.997)
C (-6.416, -1.916, 2.468)
C (-5.577, -0.861, 2.137)
C (-0.402, 2.636, -1.463)
O (0.258, 1.955, -0.544)
H (3.774, 3.090, -1.708)
H (2.477, 1.873, -1.597)
H (2.575, 3.153, -0.386)
H (0.677, 5.664, -3.122)
H (-1.702, 6.132, -2.915)
H (-3.198, 4.642, -1.660)
H (-3.668, 3.042, -0.183)
H (-2.611, -2.193, 3.034)
H (-4.099, -4.104, 3.611)
H (-6.544, -3.921, 3.234)
H (-7.485, -1.829, 2.305)
H (-5.974, 0.050, 1.706)
Cl (2.602, -7.288, 0.155)
C (1.638, -5.828, 0.372)
C (0.276, -5.840, 0.011)
C (-0.492, -4.735, 0.230)
C (0.031, -3.523, 0.815)
O (-0.745, -2.595, 1.170)
C (1.460, -3.509, 1.035)
C (2.205, -2.352, 1.445)
N (1.862, -1.122, 1.326)
C (2.725, -0.089, 1.693)
C (4.097, -0.149, 1.626)
C (4.897, 0.960, 1.973)
C (4.337, 2.136, 2.381)
C (2.927, 2.253, 2.444)
C (2.261, 3.443, 2.821)
C (0.900, 3.473, 2.876)
C (0.175, 2.312, 2.531)
N (0.764, 1.209, 2.159)
C (2.119, 1.148, 2.104)
C (2.207, -4.695, 0.871)
H (-0.149, -6.736, -0.427)
H (-1.543, -4.722, -0.032)
H (3.176, -2.581, 1.905)
H (4.571, -1.052, 1.262)
H (5.975, 0.870, 1.908)
H (4.954, 2.982, 2.663)
H (2.852, 4.320, 3.061)
H (0.371, 4.373, 3.161)
H (-0.910, 2.277, 2.558)
H (3.267, -4.684, 1.104)
C (0.307, -2.373, -3.849)
C (0.795, -1.217, -2.954)
O (0.464, -1.413, -1.668)
C (2.340, -1.170, -3.089)
F (2.876, -2.350, -2.722)
F (2.774, -0.947, -4.356)
F (2.925, -0.245, -2.320)
C (0.170, 0.107, -3.523)
F (-0.934, 2.549, -3.914)
F (0.162, 0.090, -4.899)
F (-1.139, 0.101, -3.169)
H (0.696, -3.298, -3.428)
H (0.625, -2.269, -4.887)
H (-0.781, -2.393, -3.804)
O (0.787, 1.275, -3.144)
C (-0.022, 2.378, -2.907)


Most stable pick: one. Distance to second place: 164.9 kJ/mol.


one.
Here is an isolated ion of composition C9H9N2O2 and charge +1 from the OMol25 dataset. Energies are from the ωB97M-V functional and the def2-TZVPD basis.

Output
- highest occupied orbital energy (eV) = -13.96
- LUMO level (eV) = -4.6
- SMILES = NC(=O)C(=[NH2+])c1ccccc1C=O
- orbital gap (eV) = 9.40
- net charge = +1

Atoms and positions in Å:
N (-2.026, -0.343, -1.748)
C (-2.545, -0.347, -0.520)
O (-3.696, -0.520, -0.223)
C (-1.537, -0.141, 0.643)
N (-2.091, -0.363, 1.796)
C (-0.090, -0.114, 0.412)
C (0.701, -1.253, 0.460)
C (2.054, -1.153, 0.165)
C (2.629, 0.066, -0.169)
C (1.858, 1.215, -0.206)
C (0.498, 1.126, 0.080)
C (-0.459, 2.215, 0.084)
O (-1.625, 1.984, 0.344)
H (-1.046, -0.216, -1.931)
H (-2.653, -0.469, -2.529)
H (-1.611, -0.287, 2.683)
H (-3.110, -0.468, 1.776)
H (0.266, -2.207, 0.713)
H (2.664, -2.043, 0.196)
H (3.681, 0.116, -0.393)
H (2.293, 2.171, -0.450)
H (-0.114, 3.226, -0.154)


two.
Here is an isolated ion of composition C9H9N2O2 and charge +1 from the OMol25 dataset. Energies are from the ωB97M-V functional and the def2-TZVPD basis.

Output
- highest occupied orbital energy (alpha / beta) (eV) = -13.04 / -13.23
- LUMO level (alpha / beta) (eV) = -5.7 / -5.2
- orbital gap (alpha / beta) (eV) = 7.36 / 8.04
- net charge = +1

Atoms and positions in Å:
C (-3.231, -0.292, -0.222)
C (-2.731, -1.574, 0.012)
C (-2.383, 0.783, -0.341)
C (-1.364, -1.791, 0.065)
C (-0.983, 0.591, -0.233)
C (-0.481, -0.737, -0.118)
C (-0.079, 1.633, -0.317)
C (0.970, -1.040, -0.186)
C (3.670, -0.314, 0.492)
N (1.711, -0.078, -0.832)
N (0.069, 2.848, 0.023)
O (1.443, -2.113, 0.137)
O (2.970, 0.141, -0.662)
H (-4.298, -0.139, -0.283)
H (-3.410, -2.405, 0.129)
H (-2.771, 1.776, -0.507)
H (-0.959, -2.783, 0.211)
H (3.429, 0.317, 1.358)
H (4.726, -0.206, 0.239)
H (3.429, -1.357, 0.721)
H (-0.595, 3.351, 0.619)
H (0.866, 3.387, -0.305)


Most stable pick: one. Distance to second place: 551.4 kJ/mol.